DFT (the ωB97M-V functional and the def2-TZVPD basis) results for C18H35BCuF4NO6S as an isolated structure at a distorted geometry.

```
67
Properties=species:S:1:pos:R:3
Cu -0.771 0.757 -0.417
C 0.876 -0.174 2.093
C 2.161 -0.395 2.919
C 2.787 -1.701 2.382
C 4.247 -1.911 2.810
C 5.053 -0.698 2.367
C 4.530 0.617 2.948
N 3.098 0.746 2.736
O 2.577 2.005 2.983
C 5.277 1.691 2.156
C 5.006 0.688 4.400
C 1.887 -0.508 4.426
H 0.026 -0.774 2.451
H 0.925 -0.661 1.110
H 0.541 0.853 1.970
H 2.725 -1.854 1.301
H 2.305 -2.623 2.741
H 4.658 -2.875 2.491
H 4.262 -2.010 3.903
H 5.104 -0.693 1.273
H 6.106 -0.845 2.647
H 5.103 1.665 1.079
H 6.359 1.647 2.335
H 4.987 2.699 2.464
H 6.085 0.515 4.462
H 4.520 -0.111 4.965
H 4.722 1.646 4.839
H 0.836 -0.730 4.645
H 2.201 0.395 4.948
H 2.431 -1.347 4.879
B -2.214 2.307 1.086
F -3.161 3.015 1.812
F -2.582 2.200 -0.271
F -0.953 2.883 1.215
F -2.068 0.973 1.541
C 1.441 0.197 -2.356
O 1.280 1.087 -1.309
H 1.441 0.766 -3.316
H 2.420 -0.321 -2.358
H 0.628 -0.551 -2.436
C -5.636 -1.985 -1.567
C -5.877 -0.522 -1.279
C -4.740 0.009 -0.350
S -3.507 -1.335 -0.248
O -3.800 -2.118 0.938
O -2.214 -0.803 -0.574
C -4.146 -2.288 -1.677
H -6.186 -2.329 -2.446
H -5.918 -2.611 -0.714
H -6.901 -0.317 -0.970
H -5.746 0.067 -2.191
H -5.040 0.375 0.628
H -4.219 0.840 -0.824
H -3.893 -3.304 -1.381
H -3.689 -1.957 -2.606
O -2.152 0.870 -2.808
C -2.224 0.815 -3.995
O -3.411 0.669 -4.632
C -3.195 0.588 -6.051
C -1.802 1.146 -6.259
C -1.059 0.739 -4.984
H -4.037 1.125 -6.489
H -3.251 -0.451 -6.390
H -1.818 2.237 -6.299
H -1.390 0.810 -7.212
H -0.298 1.447 -4.673
H -0.712 -0.288 -4.862
```

Properties
2S+1: 1
Charge: -2
Energy above the lowest of the compared OMol25 structures with the same formula, charge and spin: 0.000 eV
E: -100031.97404 eV
Gap between HOMO and LUMO: 1.9 eV


DFT (the ωB97M-V functional and the def2-TZVPD basis) results for a 4-piece molecular cluster, C18H35BN4O4 overall at a distorted geometry.

```
62
Properties=species:S:1:pos:R:3
C -0.114 0.105 3.873
O 1.167 -0.495 3.560
C 1.382 -1.689 4.311
C 1.158 -2.960 3.363
O -0.224 -2.940 2.947
C -0.372 -2.991 1.548
O -0.941 -3.972 1.096
B 0.085 -1.847 0.487
O 0.141 -0.455 0.731
N 0.515 -2.312 -0.858
C 1.898 -2.856 -0.783
C 0.566 -1.184 -1.818
H -0.159 0.405 4.960
H -0.380 0.955 3.185
H -0.967 -0.651 3.730
H 0.704 -1.728 5.223
H 2.447 -1.779 4.703
H 1.368 -3.929 3.910
H 1.904 -2.899 2.520
H -0.738 -0.206 1.087
H 1.982 -3.800 -0.166
H 2.304 -3.113 -1.811
H 2.586 -2.052 -0.372
H -0.381 -0.576 -1.857
H 1.409 -0.457 -1.589
H 0.759 -1.532 -2.882
C -0.936 -0.457 -6.844
C -0.866 0.809 -5.996
C 0.541 1.411 -5.946
C 1.497 0.427 -5.350
N 2.233 -0.333 -4.889
H -0.309 -1.252 -6.434
H -1.960 -0.837 -6.874
H -0.616 -0.261 -7.871
H -1.204 0.578 -4.984
H -1.558 1.549 -6.405
H 0.541 2.319 -5.341
H 0.883 1.673 -6.950
C 4.139 3.804 3.151
C 3.096 4.600 3.929
C 2.455 3.793 5.061
C 1.763 2.596 4.505
N 1.225 1.665 4.073
H 3.696 2.937 2.656
H 4.589 4.426 2.374
H 4.937 3.454 3.811
H 2.322 4.944 3.236
H 3.569 5.491 4.350
H 1.727 4.408 5.595
H 3.213 3.467 5.777
C -5.135 0.351 -0.312
C -5.147 -0.887 -1.203
C -3.743 -1.413 -1.511
C -2.953 -0.372 -2.227
N -2.341 0.433 -2.780
H -4.626 1.189 -0.795
H -6.155 0.673 -0.095
H -4.634 0.145 0.638
H -5.666 -0.648 -2.136
H -5.722 -1.675 -0.709
H -3.804 -2.305 -2.138
H -3.223 -1.683 -0.589
```

Properties
2S+1: 1
Charge: 0
Energy above the lowest of the compared OMol25 structures with the same formula, charge and spin: 3.046 eV
E: -34057.65464 eV
SMILES string: COCCOC(=O)B(O)N(C)C.CCCC#N.CCCC#N.CCCC#N
Gap between HOMO and LUMO: 9.4 eV